(1)
Density functional theory data (the ωB97M-V functional and the def2-TZVPD basis) for a 11-piece molecular cluster, C43H64N9O10 overall at a distorted geometry.

Results
- total charge = +1
- relative energy (zero: lowest compared OMol25 entry of this formula, charge and spin) (eV) = 0.000
- LUMO level (eV) = -1.764
- HOMO-LUMO gap (eV) = 7.6

Structure (XYZ):
```
126
Properties=species:S:1:pos:R:3:lowdin_charge:R:1
C 2.377 8.590 -1.606 -0.113
C 2.140 10.039 -1.823 -0.230
C 2.738 11.039 -0.786 -0.093
N 2.417 12.526 -0.917 -0.208
C 2.885 13.289 0.374 -0.076
C 4.466 13.240 0.589 -0.116
C 5.131 13.753 -0.795 -0.161
C 4.511 13.207 -2.087 -0.139
C 2.946 13.177 -2.198 -0.082
C 0.892 12.825 -1.018 0.030
H 3.399 8.227 -1.718 0.057
H 1.851 8.125 -2.440 0.084
H 2.141 8.172 -0.628 0.079
H 1.053 10.100 -1.770 0.108
H 2.379 10.365 -2.835 0.089
H 3.822 10.932 -0.829 0.124
H 2.266 10.781 0.162 0.114
H 2.427 12.869 1.270 0.110
H 2.732 14.368 0.397 0.093
H 4.761 12.208 0.778 0.067
H 4.801 13.753 1.491 0.078
H 6.203 13.662 -0.618 0.108
H 5.099 14.833 -0.942 0.068
H 4.941 12.210 -2.183 0.101
H 4.848 13.820 -2.923 0.115
H 2.455 12.719 -3.056 0.109
H 2.563 14.196 -2.139 0.089
H 0.465 12.361 -1.907 0.105
H 0.683 13.873 -0.802 0.073
H 0.562 12.352 -0.094 0.085
C 4.106 17.396 -1.761 -0.754
O 3.675 16.505 -1.044 0.001
N 3.682 17.637 -2.939 0.191
N 5.006 18.292 -1.396 0.180
H 3.886 18.538 -3.347 0.128
H 3.070 16.944 -3.345 0.117
H 5.574 18.067 -0.591 0.127
H 5.198 19.059 -2.025 0.115
C 2.847 16.885 2.768 -0.738
O 3.050 16.896 3.965 0.036
N 3.481 16.078 1.972 0.200
N 1.800 17.451 2.204 0.183
H 3.385 16.190 0.973 0.061
H 4.294 15.630 2.370 0.103
H 1.336 18.079 2.844 0.122
H 1.689 17.520 1.202 0.103
C 4.504 11.889 -6.355 -0.012
C 5.555 11.127 -5.828 0.000
C 5.233 9.982 -5.130 -0.335
C 3.942 9.508 -4.969 -0.035
C 2.895 10.105 -5.674 0.020
C 3.223 11.356 -6.266 -0.322
O 2.283 12.069 -6.958 0.002
O 6.266 9.166 -4.762 0.043
H 4.743 12.716 -7.007 0.119
H 6.533 11.579 -5.764 0.121
H 3.993 8.637 -4.333 0.068
H 1.877 9.746 -5.634 0.116
H 2.679 12.434 -7.753 0.112
H 5.968 8.311 -4.444 0.067
C 0.558 11.796 3.897 -0.010
C 1.396 11.874 5.038 0.001
C 1.724 13.139 5.443 -0.355
C 1.208 14.277 4.869 -0.008
C 0.455 14.234 3.710 -0.016
C 0.234 12.970 3.249 -0.345
O -0.522 12.986 2.090 -0.014
O 2.439 13.319 6.584 0.043
H 0.063 10.894 3.568 0.113
H 1.807 11.031 5.572 0.110
H 1.302 15.225 5.379 0.125
H 0.054 15.124 3.248 0.098
H -0.538 13.910 1.829 -0.006
H 2.972 14.102 6.423 0.035
C -1.134 14.206 -5.313 -0.007
C -2.059 15.208 -5.099 0.001
C -1.764 16.251 -4.219 -0.330
C -0.503 16.326 -3.628 -0.003
C 0.382 15.256 -3.764 -0.011
C 0.059 14.228 -4.642 -0.398
O 0.956 13.339 -4.890 0.062
O -2.549 17.378 -4.180 0.025
H -1.280 13.319 -5.912 0.126
H -3.020 15.261 -5.589 0.121
H -0.147 17.189 -3.085 0.113
H 1.317 15.333 -3.229 0.079
H 0.887 12.908 -5.745 0.089
H -3.428 17.151 -3.869 0.102
C 6.297 15.045 6.588 0.020
C 7.561 14.531 6.204 0.005
C 7.588 13.828 4.998 -0.288
C 6.413 13.626 4.215 -0.005
C 5.202 14.182 4.659 -0.034
C 5.142 14.951 5.790 -0.305
O 3.936 15.539 6.164 -0.003
O 8.752 13.149 4.606 0.017
H 6.271 15.596 7.517 0.115
H 8.472 14.526 6.783 0.117
H 6.631 12.992 3.368 0.096
H 4.203 13.982 4.301 0.110
H 3.673 16.181 5.501 0.054
H 8.636 12.573 3.846 0.088
C 3.186 3.958 -4.008 -0.042
C 3.929 5.291 -3.890 -0.187
N 4.418 6.347 -3.749 0.131
H 2.130 4.051 -4.262 0.079
H 3.092 3.441 -3.054 0.070
H 3.712 3.350 -4.745 0.080
C -2.758 16.826 1.004 -0.033
C -1.510 16.100 0.891 -0.211
N -0.530 15.482 0.754 0.165
H -3.503 16.205 0.506 0.097
H -2.494 17.774 0.536 0.095
H -3.106 16.966 2.027 0.097
C 4.590 5.434 0.434 -0.071
C 3.870 4.130 0.362 -0.258
N 3.345 3.106 0.403 0.124
H 3.889 6.189 0.789 0.059
H 4.998 5.815 -0.502 0.066
H 5.375 5.531 1.185 0.079
C 3.139 8.641 4.145 -0.083
C 3.344 9.644 3.235 -0.282
N 3.611 10.484 2.477 0.193
H 2.173 8.598 4.649 0.097
H 3.856 8.547 4.961 0.106
H 3.311 7.660 3.703 0.090
```



(2)
Density functional theory data (the ωB97M-V functional and the def2-TZVPD basis) for a 14-piece molecular cluster, C5H40N2O14 overall at a distorted geometry.

Results
- relative energy (zero: lowest compared OMol25 entry of this formula, charge and spin) (eV) = 5.554
- LUMO level (eV) = 0.036
- HOMO-LUMO gap (eV) = 8.9

Structure (XYZ):
```
61
Properties=species:S:1:pos:R:3:lowdin_charge:R:1
N -2.122 -1.082 3.115 0.036
C -2.551 -1.043 1.693 -0.370
C -3.485 0.078 1.286 -0.217
O -2.982 1.318 1.767 -0.083
C -1.277 -1.061 0.806 -0.221
N -1.629 -1.701 -0.454 -0.095
C -0.531 -1.499 -1.513 -0.201
C -0.192 -2.883 -2.019 -0.100
H -3.029 -1.303 3.592 0.091
H -1.742 -0.177 3.422 0.079
H -2.921 -2.067 1.463 0.138
H -3.516 0.076 0.127 0.113
H -4.580 0.096 1.518 0.132
H -2.099 1.477 1.368 0.078
H -0.968 -0.056 0.489 0.089
H -0.556 -1.601 1.388 0.079
H -2.027 -2.661 -0.427 0.121
H -0.928 -0.991 -2.389 0.082
H 0.324 -0.959 -1.052 0.114
H 0.853 -3.053 -2.332 0.081
H -0.427 -3.600 -1.264 0.034
H -0.760 -3.336 -2.790 0.057
H 2.051 -0.362 -4.420 0.008
H 0.975 0.485 -4.908 0.025
O 1.087 -0.273 -4.342 -0.071
H 3.902 0.458 -2.660 0.073
H 3.884 -0.940 -2.831 0.066
O 3.205 -0.227 -2.832 -0.081
H -2.047 4.253 -1.084 0.087
H -2.891 3.824 0.048 0.075
O -1.944 3.951 -0.148 -0.057
H -3.309 -0.980 -3.044 0.035
H -2.980 -0.735 -1.507 0.050
O -3.587 -0.463 -2.305 -0.097
H 4.082 2.481 1.623 0.056
H 3.839 2.742 0.091 -0.025
O 4.405 2.375 0.731 -0.029
H 3.894 -0.903 1.142 -0.012
H 4.180 0.559 1.053 -0.023
O 4.158 -0.160 1.674 -0.058
H 1.698 3.951 0.181 0.014
H 2.070 3.953 -1.424 0.046
O 2.360 3.856 -0.522 -0.050
H 1.983 -2.582 1.219 0.052
H 3.463 -3.113 0.993 0.054
O 2.919 -2.544 1.549 -0.062
H 1.438 1.202 1.362 0.010
H 1.071 1.384 -0.187 0.025
O 0.791 1.107 0.668 -0.047
H -0.898 -3.969 1.936 0.072
H 0.111 -4.799 1.723 0.051
O -0.131 -3.960 1.306 -0.069
H 0.041 3.946 2.371 0.040
H -0.565 3.755 0.894 -0.010
O 0.218 3.765 1.464 -0.051
H 1.040 -0.694 3.110 0.039
H 2.406 -0.261 3.058 0.035
O 1.526 0.145 3.297 -0.090
H -2.864 1.040 -2.639 -0.017
H -2.183 1.941 -1.735 0.001
O -2.255 1.818 -2.699 -0.101
```



(3)
Density functional theory data (the ωB97M-V functional and the def2-TZVPD basis) for C21H22N2Pd as an isolated structure at a distorted geometry.

Results
- LUMO level (spin up / spin down) (eV) = -0.396 / -0.467
- HOMO-LUMO gap (spin up / spin down) (eV) = 4.1 / 6.8
- <S²> = 2.06
- 2S+1 = 3

Structure (XYZ):
```
46
Properties=species:S:1:pos:R:3:lowdin_charge:R:1
C 1.859 -0.342 -2.310 -0.226
C -0.699 -2.340 -2.097 -0.256
H 1.279 0.235 -3.073 0.034
H 1.871 -1.398 -2.666 0.012
H 2.503 0.032 -1.509 -0.015
H -1.670 -2.268 -1.665 -0.040
H -0.368 -1.914 -3.076 0.004
H 0.103 -3.083 -1.831 0.011
C 1.241 2.244 -0.830 -0.121
C 1.149 3.606 -0.539 -0.044
C -0.025 4.099 0.030 -0.054
C -1.037 3.200 0.346 -0.010
H 2.148 1.828 -1.270 0.090
H 1.987 4.245 -0.775 0.104
H -0.152 5.166 0.227 0.113
H -1.955 3.526 0.813 0.097
N 0.232 1.403 -0.610 0.067
C -0.865 1.839 0.045 -0.192
C -1.837 0.810 0.486 -0.188
N -1.570 -0.467 0.144 0.064
C -2.293 -1.463 0.661 -0.130
C -3.733 0.092 1.794 -0.053
C -3.390 -1.226 1.492 -0.045
H -2.000 -2.487 0.397 0.101
H -3.940 -2.074 1.874 0.104
C -2.943 1.121 1.295 -0.007
H -3.154 2.156 1.524 0.097
H -4.606 0.312 2.414 0.113
Pd 0.293 -0.883 -1.349 0.747
C 0.772 -2.842 1.100 -0.130
H 0.071 -3.305 0.395 0.030
H 0.228 -2.602 2.024 0.073
H 1.550 -3.579 1.355 0.080
C 1.394 -1.616 0.491 -0.220
C 2.473 -1.033 0.863 -0.030
C 3.755 -0.703 1.335 -0.254
C 4.867 -1.600 1.198 -0.042
C 6.063 -1.380 1.886 -0.104
C 6.227 -0.221 2.659 -0.117
C 5.202 0.737 2.710 -0.104
C 3.996 0.519 2.034 -0.057
H 4.748 -2.486 0.565 0.110
H 6.865 -2.116 1.821 0.098
H 7.156 -0.063 3.213 0.094
H 5.346 1.653 3.285 0.096
H 3.203 1.273 2.055 0.101
```



(4)
Density functional theory data (the ωB97M-V functional and the def2-TZVPD basis) for C63H48I4MoN8OS4 as an isolated structure.

Results
- relative energy (zero: lowest compared OMol25 entry of this formula, charge and spin) (eV) = 4.788
- LUMO level (spin up / spin down) (eV) = -1.544 / -1.543
- HOMO-LUMO gap (spin up / spin down) (eV) = 3.9 / 3.9

Structure (XYZ):
```
129
Properties=species:S:1:pos:R:3:lowdin_charge:R:1
Mo 0.443 0.556 0.148 1.379
I 7.974 2.787 -5.437 0.852
C 6.252 2.171 -4.434 -0.745
C 5.959 2.704 -3.188 -0.144
C 4.815 2.282 -2.522 -0.004
C 3.973 1.330 -3.088 -0.196
C 4.279 0.816 -4.344 -0.030
C 5.419 1.230 -5.021 -0.145
C 2.756 0.907 -2.336 -0.092
C 2.723 -0.342 -1.735 -0.291
C 3.569 -1.435 -2.074 -0.013
C 2.982 -2.557 -1.567 -0.001
C 1.836 -2.147 -0.825 -0.248
C 1.059 -2.992 0.002 -0.089
C 1.135 -4.457 -0.274 -0.198
C 0.668 -4.957 -1.484 -0.030
C 0.752 -6.310 -1.781 -0.140
C 1.331 -7.169 -0.860 -0.742
I 1.466 -9.204 -1.293 0.849
C 1.826 -6.693 0.346 -0.149
C 1.723 -5.338 0.630 -0.036
C 0.350 -2.520 1.069 -0.246
N 0.255 -1.185 1.468 -0.038
C -0.339 -1.200 2.724 -0.312
C -0.618 -0.134 3.578 -0.446
C -1.596 -0.218 4.682 -0.224
C -1.527 0.602 5.818 -0.061
C -2.421 0.479 6.871 -0.160
C -3.434 -0.463 6.805 -0.758
I -4.743 -0.696 8.408 0.843
C -3.582 -1.241 5.668 -0.141
C -2.684 -1.104 4.619 -0.051
C -1.499 0.896 1.011 -0.406
C -2.668 1.616 1.349 -0.128
C -3.175 2.160 0.165 -0.027
C -2.303 1.771 -0.884 -0.258
N -1.403 0.921 -0.295 -0.200
C -1.899 2.267 -2.122 -0.071
C -0.570 2.106 -2.520 -0.216
C 0.023 2.800 -3.633 -0.001
C 1.358 2.584 -3.588 0.006
C 1.598 1.685 -2.488 -0.240
N 0.441 1.442 -1.818 -0.054
C -2.849 3.040 -2.960 -0.187
C -3.364 2.473 -4.122 -0.026
C -4.320 3.142 -4.874 -0.148
C -4.754 4.394 -4.460 -0.747
I -6.206 5.396 -5.567 0.859
C -4.236 4.984 -3.317 -0.144
C -3.287 4.300 -2.568 -0.014
C -0.627 -2.582 3.093 -0.028
C -0.242 -3.370 2.084 -0.003
N 1.688 -0.798 -0.914 -0.079
H 6.612 3.440 -2.740 0.091
H 4.572 2.683 -1.544 0.118
H 3.615 0.088 -4.796 0.129
H 5.650 0.826 -5.997 0.093
H 4.469 -1.370 -2.665 0.109
H 3.322 -3.579 -1.653 0.115
H 0.216 -4.280 -2.198 0.119
H 0.364 -6.686 -2.718 0.097
H 2.292 -7.367 1.053 0.091
H 2.124 -4.957 1.563 0.124
H -0.758 1.359 5.893 0.078
H -2.323 1.119 7.739 0.090
H -4.404 -1.940 5.581 0.096
H -2.859 -1.668 3.710 0.057
H -3.073 1.755 2.341 0.099
H -4.012 2.838 0.072 0.108
H -0.528 3.389 -4.353 0.115
H 2.115 2.959 -4.259 0.114
H -3.011 1.498 -4.441 0.125
H -4.723 2.690 -5.770 0.092
H -4.562 5.969 -3.011 0.094
H -2.869 4.756 -1.678 0.128
H -0.995 -2.892 4.058 0.115
H -0.283 -4.447 2.034 0.115
C 2.075 5.017 1.400 -0.121
C 1.906 3.529 1.196 -0.785
S 0.380 3.016 0.577 0.759
C 2.894 2.649 1.430 -0.797
C 4.259 3.062 1.943 -0.131
S 2.666 0.979 1.037 0.676
H 1.118 5.533 1.330 0.059
H 2.737 5.439 0.639 0.083
H 2.516 5.241 2.377 0.067
H 4.193 3.572 2.913 0.059
H 4.750 3.758 1.254 0.076
H 4.907 2.194 2.062 0.057
C -7.353 -1.351 0.139 -0.108
C -6.912 -0.926 -1.260 -0.227
C -5.467 -0.429 -1.328 -0.195
N -4.497 -1.507 -1.470 0.031
C -3.748 -2.030 -0.498 -0.802
S -3.636 -1.481 1.061 0.776
N -2.949 -3.108 -0.939 0.114
C -3.295 -4.186 -1.737 -0.415
O -2.451 -4.959 -2.134 0.099
C -4.748 -4.398 -2.044 -0.169
C -5.131 -4.656 -3.353 -0.024
C -6.468 -4.890 -3.648 -0.071
C -7.412 -4.892 -2.630 -0.080
C -7.021 -4.667 -1.314 -0.077
C -5.690 -4.414 -1.021 -0.035
H -8.365 -1.761 0.121 0.070
H -7.344 -0.498 0.822 0.076
H -6.681 -2.105 0.554 0.045
H -7.556 -0.119 -1.619 0.106
H -7.030 -1.767 -1.951 0.095
H -5.195 0.126 -0.431 0.080
H -5.340 0.237 -2.183 0.116
H -4.431 -1.935 -2.380 0.142
H -2.052 -3.186 -0.474 0.123
H -4.378 -4.676 -4.132 0.121
H -6.772 -5.076 -4.671 0.105
H -8.453 -5.085 -2.858 0.104
H -7.755 -4.679 -0.518 0.109
H -5.377 -4.238 0.004 0.120
S 0.308 1.338 3.453 1.035
C 1.511 1.089 4.674 -0.540
N 2.154 2.225 5.073 0.106
C 3.056 2.211 6.066 -0.037
C 3.388 1.019 6.627 -0.024
C 2.756 -0.130 6.133 -0.054
N 1.835 -0.092 5.188 0.150
H 1.849 3.103 4.668 0.159
H 3.457 3.167 6.373 0.142
H 4.118 0.968 7.421 0.114
H 2.992 -1.113 6.527 0.128
```



(5)
Density functional theory data (the ωB97M-V functional and the def2-TZVPD basis) for C3H4O3Sr as an isolated structure at a distorted geometry.

Results
- relative energy (zero: lowest compared OMol25 entry of this formula, charge and spin) (eV) = 3.549
- LUMO level (spin up / spin down) (eV) = -1.138 / -1.091
- HOMO-LUMO gap (spin up / spin down) (eV) = 6.4 / 3.7

Structure (XYZ):
```
11
Properties=species:S:1:pos:R:3:lowdin_charge:R:1
H -1.000 1.976 -2.327 0.044
O -0.438 -1.638 1.881 -0.347
O -1.993 0.831 -0.989 -0.456
C -1.059 1.017 -1.786 -0.280
C 1.539 -0.413 0.597 -0.134
O 1.467 -0.124 1.992 -0.084
C 0.215 -0.549 1.396 -0.577
H -0.535 0.140 -2.204 0.049
H 2.080 0.376 0.057 0.100
H 1.892 -1.401 0.265 0.095
Sr -2.167 -0.215 1.118 1.590
```



(6)
Density functional theory data (the ωB97M-V functional and the def2-TZVPD basis) for a single C6H8S2 molecule at a distorted geometry.

Results
- relative energy (zero: lowest compared OMol25 entry of this formula, charge and spin) (eV) = 2.855
- LUMO level (eV) = 0.706
- HOMO-LUMO gap (eV) = 8.9
- SMILES string = C=C[C@@]12CSC[C@@H]1S2

Structure (XYZ):
```
16
Properties=species:S:1:pos:R:3:lowdin_charge:R:1
C -2.681 0.048 -0.380 -0.030
C -1.564 0.531 0.202 -0.225
C -0.212 0.089 -0.031 -0.835
C 0.840 1.141 -0.611 -0.397
C 2.012 -0.821 0.667 -0.536
C 0.582 -0.963 0.700 -0.398
H -2.694 -0.746 -1.285 0.082
H -3.643 0.551 -0.222 0.050
H -1.805 1.418 0.940 0.144
H 0.697 1.627 -1.708 0.120
H 0.974 1.997 0.144 0.086
H 2.474 -1.835 0.467 0.090
H 2.713 -0.492 1.501 0.095
H -0.072 -1.448 1.492 0.145
S 2.531 0.219 -0.771 0.757
S -0.153 -1.316 -1.103 0.852
```



no.,E_tot (eV)
1,-79506.8028
2,-37477.8571
3,-28585.9081
4,-157676.2280
5,-10148.8487
6,-28019.1870